# 1
The following is a DFT calculation (ωB97M-V/def2-TZVPD) of an isolated molecule of C14H20N2O4.

XYZ file:
```
40
Properties=species:S:1:pos:R:3
C 2.37 3.66 -3.84
H 2.34 3.38 -2.79
C 1.49 4.88 -4.08
C 0.05 4.70 -3.58
C -0.74 3.62 -4.33
C -0.79 2.28 -3.59
C -1.76 2.32 -2.41
H -2.79 2.40 -2.76
H -1.53 3.17 -1.75
O -1.71 1.12 -1.64
C -0.71 1.02 -0.75
O 0.12 1.88 -0.57
C -0.79 -0.26 -0.03
C 0.05 -0.53 0.97
C 0.12 -1.71 1.80
C -0.24 -2.98 1.44
N -0.13 -4.00 2.34
C 0.34 -3.88 3.63
O 0.40 -4.83 4.38
N 0.73 -2.61 3.95
C 0.69 -1.48 3.14
O 1.10 -0.43 3.56
H 1.10 -2.48 4.89
H -0.39 -4.94 2.06
C -0.72 -3.38 0.09
H -1.81 -3.29 0.03
H -0.46 -4.41 -0.12
H -0.29 -2.74 -0.68
H 0.74 0.26 1.26
H -1.59 -0.92 -0.36
H -1.10 1.49 -4.27
H 0.20 2.03 -3.20
H -1.76 3.96 -4.49
H -0.29 3.46 -5.31
H -0.46 5.66 -3.69
H 0.08 4.47 -2.51
H 1.92 5.74 -3.57
H 1.47 5.11 -5.15
H 3.40 3.88 -4.10
H 2.04 2.82 -4.44
```

Calculated values
* energy relative to the best compared isomer or geometry (same formula, charge and spin): 37.1 kJ/mol
* structure (SMILES): CCCCCCOC(=O)/C=C/c1c(C)[nH]c(=O)[nH]c1=O
* charge: 0
* lowest unoccupied orbital energy: -0.002 hartree

---

# 2
The following is a DFT calculation (ωB97M-V/def2-TZVPD) of C14H20N3S3SbV as an isolated structure.

XYZ file:
```
42
Properties=species:S:1:pos:R:3
V 0.79 -0.43 2.40
S -2.86 0.38 3.62
Sb -1.21 -0.46 4.82
S 0.96 0.86 3.98
S -0.15 -2.13 3.16
C -1.24 2.95 -2.63
C -1.38 3.18 -1.13
N -1.39 1.92 -0.37
C -2.61 1.11 -0.46
C -2.42 -0.16 -1.29
C -0.37 1.52 0.37
C 0.90 2.33 0.40
N -0.43 0.44 1.12
H -1.24 3.91 -3.15
H -2.07 2.37 -3.02
H -0.31 2.44 -2.86
H -2.32 3.69 -0.90
H -0.58 3.82 -0.76
H -3.37 1.75 -0.92
H -2.97 0.89 0.55
H -2.12 0.09 -2.31
H -3.36 -0.71 -1.34
H -1.67 -0.82 -0.86
H 0.73 3.27 0.94
H 1.26 2.57 -0.59
H 1.67 1.79 0.95
H -1.36 0.05 1.22
C 2.71 -0.89 2.01
C 2.31 -1.75 0.87
C 1.94 -1.17 -0.35
C 1.47 -1.95 -1.40
C 1.38 -3.32 -1.24
C 1.78 -3.93 -0.04
C 2.23 -3.15 1.00
C 0.89 -4.13 -2.32
N 0.49 -4.78 -3.19
H 3.19 0.05 1.73
H 3.24 -1.38 2.83
H 2.06 -0.11 -0.49
H 1.19 -1.49 -2.33
H 1.72 -5.00 0.06
H 2.51 -3.61 1.94
```

Calculated values
* energy relative to the best compared isomer or geometry (same formula, charge and spin): 0.0 kJ/mol
* charge: +1
* lowest unoccupied orbital energy: -0.177 hartree

---

# 3
The following is a DFT calculation (ωB97M-V/def2-TZVPD) of C14H20N4OSSbSe4Tc as an isolated structure.

XYZ file:
```
46
Properties=species:S:1:pos:R:3
Tc -1.47 0.70 0.60
Se -6.89 8.56 -12.66
Sb -7.59 10.10 -11.16
Se -3.24 -0.44 1.02
Se -1.98 2.15 -0.91
Se -8.31 11.67 -9.71
C -3.62 0.61 5.35
N -2.90 1.26 4.24
C -1.63 1.19 3.93
S -1.12 2.04 2.41
N -0.66 0.68 4.65
C -0.67 0.33 6.08
H -4.66 0.52 5.05
H -3.57 1.21 6.26
H -3.22 -0.39 5.52
H -3.45 1.90 3.67
H 0.25 0.66 4.20
H -1.03 -0.69 6.23
H -1.26 1.04 6.64
H 0.36 0.39 6.43
C 3.08 -3.28 -1.90
N 1.96 -2.85 -1.06
N 1.59 -1.54 -0.99
C 0.55 -1.48 -0.15
O 0.01 -0.28 0.10
C 0.23 -2.74 0.32
C 1.16 -3.59 -0.29
C 1.31 -5.07 -0.17
C 2.25 -0.49 -1.72
C 3.23 0.26 -1.08
C 3.88 1.24 -1.81
C 3.57 1.45 -3.14
C 2.59 0.68 -3.77
C 1.92 -0.30 -3.05
H 3.87 -2.54 -1.86
H 2.75 -3.41 -2.93
H 3.45 -4.22 -1.51
H -0.54 -3.03 1.00
H 0.48 -5.48 0.39
H 2.23 -5.32 0.35
H 1.33 -5.54 -1.15
H 3.48 0.07 -0.05
H 4.66 1.83 -1.33
H 4.10 2.20 -3.71
H 2.36 0.84 -4.81
H 1.16 -0.92 -3.53
```

Calculated values
* energy relative to the best compared isomer or geometry (same formula, charge and spin): 0.0 kJ/mol
* charge: +4
* lowest unoccupied orbital energy: -0.493 hartree

---

# 4
The following is a DFT calculation (ωB97M-V/def2-TZVPD) of a 2-piece molecular cluster, C14H20O8P overall.

XYZ file:
```
43
Properties=species:S:1:pos:R:3
O -1.86 -0.58 1.81
C -1.34 -1.38 1.08
O -2.04 -2.25 0.31
C -1.27 -2.84 -0.75
C -1.26 -1.92 -1.98
C 0.10 -1.29 -2.24
C 0.00 -0.25 -3.38
C 0.19 1.15 -2.94
C 1.34 1.83 -2.86
P 2.94 1.08 -3.31
O 4.05 2.01 -3.25
O 2.80 0.43 -4.75
O 3.08 -0.18 -2.33
C 1.35 3.25 -2.38
O 2.36 3.83 -2.03
C 0.05 3.95 -2.34
C -1.09 3.29 -2.41
C -1.09 1.84 -2.55
O -2.11 1.19 -2.39
H -0.24 -1.49 1.01
H -0.26 -3.03 -0.41
H -1.75 -3.77 -0.96
H -1.99 -1.15 -1.81
H -1.54 -2.49 -2.85
H 0.74 -2.09 -2.59
H 0.53 -0.88 -1.34
H -0.98 -0.32 -3.81
H 0.70 -0.50 -4.16
H 2.65 -0.52 -4.66
H 3.09 0.20 -1.45
H 0.07 5.02 -2.23
H -2.03 3.79 -2.33
C -1.18 -1.10 5.13
C -0.87 -0.60 6.56
C 0.52 0.09 6.53
O -0.87 -1.62 7.45
H -0.44 -1.85 4.82
H -2.17 -1.57 5.09
H -1.17 -0.28 4.40
H -1.61 0.23 6.75
H 1.29 -0.63 6.25
H 0.76 0.49 7.52
H 0.55 0.92 5.81
```

Calculated values
* charge: -1
* lowest unoccupied orbital energy: -0.016 hartree

---

# 5
The following is a DFT calculation (ωB97M-V/def2-TZVPD) of an isolated ion of composition C14H21BF7O4 and charge -1.

XYZ file:
```
47
Properties=species:S:1:pos:R:3
C 6.02 0.13 1.93
C 5.88 1.34 0.80
O 4.96 0.98 -0.30
C 3.59 1.44 -0.04
C 2.59 1.18 -1.35
C 2.60 -0.38 -1.86
C 1.19 -1.20 -1.62
C 0.51 -1.00 -0.14
C -1.13 -1.17 -0.21
C -1.77 -2.66 -0.54
C -1.07 -3.88 0.35
O -0.92 -5.12 -0.15
C -1.61 -0.83 1.33
O -2.63 0.26 1.27
B -2.99 0.55 -0.14
C -4.57 0.37 -0.55
F -4.98 -1.07 -0.36
F -4.77 0.62 -2.03
C -5.62 1.27 0.34
F -5.74 0.79 1.77
F -6.99 1.03 -0.25
C -5.36 2.89 0.27
F -6.64 3.53 0.74
F -4.30 3.38 1.19
F -5.18 3.40 -1.14
O -1.94 -0.15 -0.91
H 6.89 0.40 2.67
H 4.99 0.05 2.50
H 6.30 -0.91 1.41
H 6.96 1.52 0.38
H 5.54 2.31 1.39
H 3.15 0.93 0.95
H 3.59 2.61 0.16
H 1.48 1.48 -1.05
H 3.02 1.87 -2.21
H 3.56 -0.95 -1.44
H 2.76 -0.35 -3.04
H 0.44 -0.99 -2.51
H 1.46 -2.36 -1.71
H 0.75 0.01 0.39
H 0.90 -1.88 0.55
H -1.78 -2.87 -1.70
H -2.91 -2.61 -0.21
H -0.70 -3.62 1.45
H -0.75 -0.29 1.96
H -2.10 -1.75 1.91
H -2.69 1.70 -0.24
```

Calculated values
* energy relative to the best compared isomer or geometry (same formula, charge and spin): 854.0 kJ/mol
* charge: -1
* lowest unoccupied orbital energy: 0.094 hartree

---

# 6
The following is a DFT calculation (ωB97M-V/def2-TZVPD) of C14H21BeNP as an isolated structure.

XYZ file:
```
38
Properties=species:S:1:pos:R:3
C -0.92 -0.93 -1.48
Be -0.02 0.12 -0.39
N 1.33 0.87 -1.39
H -0.77 -0.46 0.66
H -1.11 0.88 -0.04
H -1.94 -1.20 -1.16
H -0.28 -1.83 -1.67
H -0.94 -0.24 -2.35
H 2.29 0.57 -1.22
H 1.32 1.88 -1.37
H 1.12 0.60 -2.35
C 3.06 1.14 2.07
P 1.39 0.62 1.60
C 1.38 -1.03 2.42
C 1.78 -1.24 3.75
C 1.85 -2.54 4.30
C 1.54 -3.66 3.51
C 1.19 -3.48 2.16
C 1.15 -2.19 1.63
C 0.47 1.94 2.50
C -0.27 2.91 1.77
C -0.89 4.00 2.38
C -0.74 4.20 3.77
C 0.04 3.29 4.51
C 0.63 2.18 3.87
H 3.81 0.43 1.70
H 3.17 1.21 3.14
H 3.29 2.12 1.64
H 2.08 -0.40 4.36
H 2.15 -2.68 5.33
H 1.57 -4.65 3.91
H 0.95 -4.33 1.52
H 0.93 -2.06 0.57
H -0.35 2.78 0.69
H -1.49 4.69 1.79
H -1.22 5.03 4.23
H 0.17 3.46 5.57
H 1.27 1.52 4.45
```

Calculated values
* energy relative to the best compared isomer or geometry (same formula, charge and spin): 115.4 kJ/mol
* charge: -1
* lowest unoccupied orbital energy (alpha / beta): 0.112 / 0.112 hartree

---

# 7
The following is a DFT calculation (ωB97M-V/def2-TZVPD) of an isolated molecule of C14H21BrN2O3.

XYZ file:
```
41
Properties=species:S:1:pos:R:3
C -3.11 -0.60 -2.42
C -2.45 -1.59 -1.47
C -3.38 -1.95 -0.31
N -3.72 -0.80 0.51
H -4.65 -0.90 0.89
C -2.77 -0.50 1.57
C -1.61 0.29 1.04
C -1.79 1.54 0.47
C -0.72 2.27 -0.02
C 0.57 1.76 0.03
C 0.78 0.47 0.58
C -0.31 -0.22 1.09
H -0.17 -1.19 1.53
O 2.04 -0.02 0.53
C 2.33 -1.26 1.14
C 3.80 -1.58 0.90
H 4.41 -0.74 1.21
H 4.08 -2.46 1.46
H 3.97 -1.76 -0.16
H 1.70 -2.05 0.71
H 2.13 -1.20 2.22
O 1.56 2.54 -0.49
C 2.78 2.64 0.23
C 3.89 1.74 -0.30
O 4.88 1.48 0.36
N 3.70 1.33 -1.56
H 4.36 0.70 -1.99
H 2.82 1.52 -2.02
H 2.64 2.45 1.30
H 3.11 3.68 0.11
H -0.87 3.25 -0.45
Br -3.52 2.31 0.38
H -2.40 -1.41 2.07
H -3.29 0.11 2.32
H -2.92 -2.75 0.29
H -4.31 -2.35 -0.73
H -2.19 -2.50 -2.00
H -1.53 -1.15 -1.08
H -3.98 -1.06 -2.90
H -3.45 0.27 -1.87
H -2.41 -0.29 -3.19
```

Calculated values
* energy relative to the best compared isomer or geometry (same formula, charge and spin): 0.0 kJ/mol
* structure (SMILES): CCCNCc1cc(OCC)c(OCC(N)=O)cc1Br
* charge: 0
* lowest unoccupied orbital energy: 0.025 hartree

---

# 8
The following is a DFT calculation (ωB97M-V/def2-TZVPD) of a 2-piece molecular cluster, C14H21N overall.

XYZ file:
```
36
Properties=species:S:1:pos:R:3
C 1.36 -0.22 -2.73
C 1.63 0.06 -1.25
C 1.28 1.11 -3.49
C 2.53 -1.06 -3.26
H 0.43 -0.77 -2.86
H 0.82 0.66 -0.83
H 1.79 1.06 -4.45
H 0.23 1.34 -3.70
H 1.66 1.92 -2.86
H 2.61 -2.02 -2.76
H 2.41 -1.30 -4.32
H 3.47 -0.51 -3.13
H 2.54 0.66 -1.16
H 1.75 -0.84 -0.65
C -3.02 -0.20 -0.06
C -2.72 -0.44 -1.54
C -1.86 -0.54 0.81
C -1.50 -1.80 1.16
C -0.81 0.32 1.31
C 0.12 -0.50 1.97
C -0.65 1.70 1.30
C 1.19 0.03 2.69
C 0.54 2.21 1.79
C 1.44 1.37 2.46
N -0.35 -1.80 1.90
H -3.31 0.84 0.07
H -3.88 -0.80 0.22
H -3.46 -0.01 -2.21
H -2.08 -2.70 0.95
H 0.28 -2.54 2.14
H -1.47 2.33 0.98
H 1.71 -0.49 3.48
H 0.73 3.28 1.76
H 2.35 1.80 2.86
H -2.69 -1.49 -1.81
H -1.78 0.07 -1.77
```

Calculated values
* energy relative to the best compared isomer or geometry (same formula, charge and spin): 0.0 kJ/mol
* structure (SMILES): CCc1c[nH]c2ccccc12.CC(C)C
* charge: 0
* lowest unoccupied orbital energy: 0.033 hartree